86
Properties=species:S:1:pos:R:3:forces:R:3 method="wB97M-V/def2-TZVPD" e_above_lowest_kcal_mol=9.44 total_charge=-2 gap_ev="5.59 / 5.48" fmax_ev_per_a=1.1 multiplicity=2 lumo_ha="0.1368 / 0.1368"
Cr -0.401 -0.447 0.335 -0.9 0.4 0.3
F -0.476 6.426 1.612 0.0 0.0 0.0
C -0.208 5.521 0.649 -0.1 0.1 0.2
C -0.433 4.179 0.856 0.0 -0.1 0.0
F -0.930 3.776 2.030 0.0 0.0 0.0
C -0.157 3.263 -0.145 -0.1 0.0 0.3
F -0.432 1.988 0.214 0.3 0.0 -0.4
C 0.328 3.609 -1.416 0.0 -0.3 0.0
S 0.610 2.502 -2.730 -0.1 0.1 0.2
C 0.543 4.986 -1.558 0.1 0.2 -0.1
F 1.011 5.475 -2.723 0.0 0.0 0.0
C 0.290 5.918 -0.571 0.1 0.1 -0.3
F 0.519 7.232 -0.794 0.0 -0.1 0.0
C 0.860 -7.266 -2.467 0.0 0.0 0.0
C 0.828 -5.764 -2.582 0.0 -0.1 0.0
C 1.544 -4.972 -1.691 0.1 0.2 0.1
C 1.480 -3.587 -1.754 0.1 -0.2 0.1
C 0.700 -2.995 -2.729 0.0 0.1 0.0
C -0.031 -3.757 -3.617 -0.1 -0.3 -0.2
C 0.044 -5.145 -3.547 -0.1 0.2 -0.1
S 0.538 -1.214 -2.742 -0.6 0.0 -0.2
C 2.020 -0.803 -3.621 0.3 0.0 -0.1
O 0.865 -0.807 -1.352 0.2 0.3 0.6
H 1.783 -7.605 -1.996 0.0 0.0 0.0
H 0.781 -7.740 -3.447 0.0 0.0 0.0
H 0.028 -7.626 -1.858 0.0 0.0 0.0
H 2.144 -5.442 -0.918 0.0 0.0 0.0
H 1.991 -2.961 -1.029 0.0 0.0 0.0
H -0.669 -3.274 -4.349 0.0 0.0 0.0
H -0.535 -5.751 -4.236 0.0 0.0 0.0
H 2.850 -1.322 -3.143 0.0 0.1 0.0
H 2.119 0.278 -3.508 0.0 0.0 0.0
H 1.910 -1.091 -4.669 0.0 0.0 0.1
F -5.585 4.023 0.520 0.0 0.0 0.0
C -4.716 3.033 0.142 0.0 0.0 0.0
C -4.729 1.838 0.825 0.1 -0.2 0.0
C -3.848 0.836 0.433 -0.1 0.0 0.1
C -2.960 0.999 -0.638 0.1 -0.3 -0.1
C -2.021 -0.090 -1.050 0.1 -0.1 0.3
C -2.986 2.233 -1.290 0.0 0.2 0.0
C -3.854 3.256 -0.906 0.2 -0.1 -0.1
H -5.406 1.704 1.661 0.0 0.0 0.0
H -3.830 -0.101 0.977 0.0 0.0 0.0
H -1.571 0.144 -2.016 -0.1 0.1 -0.1
H -2.536 -1.053 -1.108 -0.1 0.1 -0.1
H -2.288 2.401 -2.105 0.0 0.0 0.0
H -3.857 4.212 -1.414 0.0 0.0 0.0
N -0.632 -2.351 0.514 -0.3 -0.7 -0.3
C -0.094 -3.383 2.744 0.0 0.0 0.0
C -1.043 -4.528 3.021 0.1 0.1 -0.1
C -1.685 -4.622 4.185 0.0 0.2 0.2
C -1.533 -3.544 5.181 -0.1 -0.3 -0.1
C -0.992 -2.376 4.836 0.1 0.2 -0.1
C -0.567 -2.075 3.414 0.0 -0.1 0.1
H -1.158 -5.296 2.260 0.0 0.0 0.0
H -2.339 -5.460 4.399 0.0 0.0 0.0
H -1.890 -3.706 6.194 0.0 0.0 0.0
H -0.920 -1.573 5.565 0.0 0.0 -0.1
H 0.272 -1.380 3.436 0.1 0.0 0.1
C -4.821 -4.730 -0.787 0.0 0.0 0.0
C -4.031 -3.858 0.160 0.0 0.0 0.0
C -2.697 -3.553 -0.099 0.0 -0.1 -0.1
C -1.984 -2.707 0.745 0.3 0.0 0.0
C 0.262 -3.219 1.251 -0.2 0.1 0.0
C -2.600 -2.178 1.883 0.0 0.2 0.0
C -1.706 -1.270 2.713 -0.1 0.0 -0.1
O -1.190 -0.198 1.955 0.2 -0.2 -0.2
C -3.931 -2.470 2.157 0.0 0.0 0.1
C -4.627 -1.909 3.375 0.0 0.0 0.0
C -4.631 -3.309 1.289 0.0 0.0 0.0
H -4.176 -5.467 -1.270 0.0 0.0 0.0
H -5.284 -4.133 -1.578 0.0 0.0 0.0
H -5.619 -5.263 -0.265 0.0 0.0 0.0
H -2.192 -3.958 -0.976 0.0 0.1 0.1
H 0.303 -4.237 0.816 0.0 0.0 0.0
H 0.841 -3.659 3.258 0.0 0.0 0.0
H 1.264 -2.804 1.176 0.1 0.0 0.0
H -2.299 -0.834 3.523 -0.1 0.1 0.0
H -4.072 -2.129 4.289 0.0 0.0 0.0
H -5.628 -2.335 3.470 0.0 0.0 0.0
H -4.726 -0.821 3.308 0.0 0.0 0.0
H -5.674 -3.535 1.499 0.0 0.0 0.0
Cl 2.957 -1.360 2.588 0.0 0.0 0.0
Si 1.821 0.039 1.344 0.4 0.1 0.1
Cl 1.711 1.658 2.729 0.1 0.0 0.0
Cl 3.419 0.688 0.086 0.0 0.0 0.0

82
Properties=species:S:1:pos:R:3:forces:R:3 method="wB97M-V/def2-TZVPD" e_above_lowest_kcal_mol=0.00 total_charge=-1 gap_ev=7.34 fmax_ev_per_a=3.6 lumo_ha=0.0895
C 3.770 4.141 0.081 -0.4 -0.3 -0.2
C 3.594 4.342 -1.503 0.7 0.1 0.5
C 2.789 5.681 -1.914 0.5 -0.9 -1.1
C 1.429 5.293 -2.664 0.1 1.0 -0.5
C 0.094 5.433 -1.796 0.5 0.8 -0.1
C 0.227 5.084 -0.247 -1.2 -0.4 0.4
C 0.105 3.527 0.126 -0.3 0.1 -0.2
C -0.062 2.532 -1.113 0.0 -1.3 1.8
C 0.349 1.025 -0.642 0.8 0.9 -0.5
Al -0.418 -0.367 -1.935 0.3 -0.6 0.3
Br -1.265 0.879 -3.871 0.1 -0.2 0.1
C 1.093 -1.560 -2.700 0.4 0.5 -0.8
C 2.258 -0.620 -3.318 -0.2 -0.2 -0.3
C 3.462 -1.479 -3.941 -0.3 0.0 0.5
C 4.518 -2.006 -2.857 -0.1 -0.5 -1.3
O 4.562 -1.207 -1.632 -1.1 -1.8 1.1
C 4.032 -1.941 -0.541 1.6 -1.0 1.7
O 4.750 -2.593 0.230 -1.9 2.0 -2.4
C -2.010 -1.421 -1.218 -0.8 -0.6 -0.1
C -1.646 -2.397 0.000 0.8 -0.1 -1.3
C -3.206 -0.380 -0.926 0.1 0.0 0.4
C -3.696 -0.312 0.595 -0.8 1.0 -0.5
C -2.647 0.345 1.609 -0.4 -1.3 0.4
H 4.849 3.891 0.341 -1.4 0.5 -0.2
H 3.397 5.055 0.663 0.8 -1.2 -0.8
H 3.138 3.255 0.412 0.8 1.1 -0.3
H 4.645 4.374 -1.971 -1.5 0.0 0.7
H 3.107 3.402 -1.929 0.5 1.4 0.5
H 2.661 6.392 -1.041 0.0 -1.0 -1.0
H 3.449 6.214 -2.689 -1.0 -0.6 1.1
H 1.323 6.038 -3.538 0.0 -1.1 1.2
H 1.569 4.275 -3.161 -0.4 1.3 0.9
H -0.738 4.870 -2.339 1.1 0.5 1.1
H -0.210 6.543 -1.852 0.5 -1.5 0.1
H -0.657 5.608 0.275 1.3 -0.6 -0.8
H 1.159 5.485 0.261 -1.0 -0.2 -1.0
H -0.837 3.391 0.776 1.4 0.1 -0.8
H 0.991 3.224 0.779 -1.1 0.3 -1.0
H -1.170 2.473 -1.367 1.5 0.5 -0.2
H 0.598 2.758 -2.005 -1.1 0.0 1.0
H 0.131 0.835 0.458 0.2 0.3 -1.2
H 1.497 0.973 -0.765 -1.5 0.0 0.4
H 0.632 -2.141 -3.580 0.7 0.6 1.2
H 1.493 -2.309 -1.938 -0.4 0.8 -1.0
H 2.638 0.151 -2.554 -0.4 -1.3 -1.0
H 1.812 0.014 -4.168 0.5 -1.0 1.2
H 2.977 -2.403 -4.418 0.8 1.3 0.5
H 4.037 -0.914 -4.743 -0.8 -0.5 1.0
H 4.284 -3.102 -2.612 0.5 1.6 -0.2
H 5.553 -1.938 -3.341 -1.3 -0.2 1.0
H 2.906 -1.899 -0.314 1.4 0.4 -0.9
H -2.372 -2.101 -2.077 0.4 0.9 1.2
H -1.144 -3.321 -0.468 -0.7 1.3 0.8
H -0.832 -1.932 0.662 -1.5 -0.7 -0.6
H -2.534 -2.792 0.585 1.1 0.6 -0.5
H -2.882 0.681 -1.241 -0.6 -1.4 0.5
H -4.103 -0.648 -1.572 1.0 0.4 0.8
H -4.625 0.371 0.599 1.2 -1.0 0.0
H -4.081 -1.337 0.930 0.7 1.4 -0.3
H -2.049 -0.520 2.077 -0.5 1.5 -0.8
H -1.959 1.073 1.073 -0.9 -0.9 0.8
H -3.193 0.840 2.494 0.8 -0.5 -1.4
C 1.191 -2.861 3.118 0.0 0.1 -0.4
C -0.091 -3.653 3.119 -0.3 -0.2 -0.5
O -0.670 -3.915 2.083 0.4 -0.2 0.8
C -0.627 -4.106 4.451 -0.2 -0.2 -0.2
H 1.457 -2.603 2.091 0.0 0.0 0.1
H 1.059 -1.939 3.688 0.1 -0.1 0.1
H 1.998 -3.459 3.549 0.0 0.1 0.1
H -0.840 -3.239 5.081 0.1 -0.1 0.1
H 0.098 -4.760 4.941 0.1 0.2 0.1
H -1.552 -4.662 4.297 0.1 0.1 0.1
C -5.880 -3.915 4.583 0.0 0.0 0.4
C -4.532 -4.378 4.095 0.5 -0.2 0.2
O -3.693 -4.803 4.867 -0.5 0.1 -0.2
C -4.264 -4.295 2.616 0.4 -0.2 0.1
H -5.932 -4.032 5.667 0.0 0.0 -0.1
H -6.022 -2.860 4.337 -0.1 -0.1 -0.2
H -6.668 -4.518 4.127 0.0 0.2 -0.1
H -4.335 -3.257 2.283 -0.2 -0.1 -0.1
H -4.981 -4.915 2.073 -0.1 0.2 -0.1
H -3.256 -4.661 2.409 -0.1 0.1 0.0

13
Properties=species:S:1:pos:R:3:forces:R:3 method="wB97M-V/def2-TZVPD" e_above_lowest_kcal_mol=113.99 gap_ev="6.04 / 6.04" smiles="O=Nn1c(O)ccc1O" fmax_ev_per_a=4.0 lumo_ha="-0.0510 / -0.0510"
C 1.746 -0.063 0.068 -2.0 1.2 0.7
C 1.071 0.933 0.915 -2.3 -0.5 -0.7
C 0.731 -0.742 -0.602 3.4 1.3 1.0
C -0.271 0.778 0.706 -0.3 -0.9 -0.7
N -1.888 -0.889 -0.670 0.6 1.1 1.7
N -0.468 -0.282 -0.213 -3.9 0.3 0.3
O -2.834 -0.483 -0.065 2.5 -0.7 -1.5
O 0.977 -1.680 -1.477 1.5 -1.9 -0.5
O -1.382 1.380 1.182 0.2 0.9 0.9
H 2.817 -0.027 0.065 0.2 -0.8 -0.7
H 1.357 1.757 1.525 0.9 0.1 0.3
H 0.346 -1.910 -2.125 -1.4 0.0 -0.8
H -2.201 1.229 0.692 0.6 -0.2 0.0

68
Properties=species:S:1:pos:R:3:forces:R:3 method="wB97M-V/def2-TZVPD" e_above_lowest_kcal_mol=0.00 total_charge=-2 gap_ev=3.83 fmax_ev_per_a=0.4 lumo_ha=0.1333
C 4.948 -1.746 2.742 -0.1 -0.1 0.0
C 3.664 -0.896 2.713 0.0 0.0 0.1
C 3.874 0.599 3.031 0.0 0.0 -0.2
C 3.503 1.534 1.881 0.1 -0.1 0.0
N 2.047 1.668 1.726 0.1 0.2 -0.2
C 1.583 1.147 0.438 0.1 0.1 -0.2
O 0.205 1.370 0.368 -0.1 -0.2 0.4
C -0.509 0.368 -0.348 -0.1 0.0 -0.3
C -0.299 0.493 -1.856 -0.1 -0.1 0.2
C -0.050 -0.834 -2.579 0.0 0.1 -0.1
N 1.070 -1.641 -2.077 -0.1 -0.1 0.2
C -2.004 0.438 0.080 0.1 -0.1 -0.1
C -2.451 -0.822 0.819 0.0 -0.3 -0.3
C -3.976 -0.933 0.919 0.1 0.0 0.0
O -4.416 -1.348 2.209 -0.3 0.1 -0.1
C -4.894 -2.669 2.317 0.1 -0.1 0.1
C -3.803 -3.644 2.730 -0.2 -0.2 0.0
O -2.349 1.630 0.778 -0.1 -0.1 0.1
C -1.914 1.711 2.120 0.1 0.2 0.0
C -3.055 1.425 3.099 -0.1 0.2 0.0
O -2.545 0.553 4.135 -0.1 -0.1 0.0
N -3.568 0.118 4.934 0.0 0.0 -0.2
O -3.214 -0.755 5.636 0.0 0.0 0.2
H 4.786 -2.692 3.262 0.0 0.0 0.0
H 5.287 -2.002 1.737 0.1 0.1 0.0
H 5.760 -1.230 3.256 0.0 0.0 0.0
H 2.944 -1.319 3.415 0.0 0.0 0.0
H 3.202 -0.990 1.729 0.0 0.0 0.0
H 4.922 0.773 3.295 0.0 0.0 0.0
H 3.261 0.879 3.891 0.1 0.1 0.0
H 3.961 2.513 2.045 -0.1 0.0 0.1
H 3.950 1.152 0.953 0.0 0.0 0.0
H 1.831 2.659 1.698 -0.1 0.0 0.1
H 2.085 1.636 -0.410 0.0 -0.1 0.0
H 1.816 0.076 0.386 -0.1 0.0 0.1
H -0.134 -0.618 -0.032 0.1 0.1 0.2
H 0.553 1.139 -2.083 0.0 -0.1 0.0
H -1.143 0.986 -2.340 0.0 0.1 0.0
H -0.955 -1.456 -2.576 0.1 -0.1 0.0
H 0.170 -0.579 -3.614 -0.1 0.0 0.0
H 1.836 -1.026 -1.820 0.1 0.0 -0.2
H 0.808 -2.174 -1.256 0.0 0.1 0.1
H -2.591 0.488 -0.840 0.0 0.1 0.0
H -2.073 -1.668 0.236 0.1 0.0 0.1
H -1.998 -0.908 1.810 -0.1 0.1 0.0
H -4.431 0.040 0.716 0.0 0.0 0.1
H -4.354 -1.620 0.155 0.0 0.0 0.0
H -5.682 -2.659 3.075 0.0 0.0 0.0
H -5.359 -2.992 1.377 0.0 0.1 0.0
H -3.344 -3.320 3.664 0.1 0.1 -0.1
H -4.240 -4.633 2.898 0.0 0.0 0.0
H -3.039 -3.746 1.959 0.0 0.1 0.0
H -1.548 2.729 2.259 0.0 0.0 0.0
H -1.071 1.051 2.325 0.0 0.0 0.0
H -3.884 0.935 2.595 0.1 0.0 0.0
H -3.430 2.340 3.562 0.0 0.0 0.1
C 0.387 1.936 -6.581 0.0 0.0 0.0
C 0.563 1.819 -5.194 0.3 0.0 0.2
C 1.984 1.412 -4.668 -0.1 0.0 0.0
O 2.145 1.347 -3.422 0.1 0.0 -0.1
C 2.977 1.124 -5.608 0.0 0.0 0.1
C 2.806 1.234 -7.011 -0.1 0.0 0.1
C 1.408 1.718 -7.532 0.1 0.0 -0.1
O 1.268 1.879 -8.756 0.0 0.0 0.0
O 3.684 0.974 -7.845 0.1 0.0 0.0
O -0.317 2.006 -4.326 -0.1 0.0 -0.2
H -0.587 2.226 -6.966 0.0 0.0 0.1
H 3.941 0.796 -5.227 0.0 0.0 -0.1

12
Properties=species:S:1:pos:R:3:forces:R:3 method="wB97M-V/def2-TZVPD" e_above_lowest_kcal_mol=63.62 gap_ev=9.12 fmax_ev_per_a=4.5 lumo_ha=0.0298
C 1.227 1.044 1.751 3.8 -1.3 2.1
C -0.602 0.737 0.855 -1.1 2.6 -2.4
C -0.521 -0.202 -0.061 1.2 -1.9 -2.6
C 0.006 -0.153 -1.506 0.0 -0.6 1.2
O 1.956 0.209 2.108 -2.1 1.7 -1.1
O -0.641 -1.506 0.299 -1.5 0.8 2.7
H -1.128 0.533 1.695 -1.1 -1.0 2.9
H -0.587 1.830 0.684 -0.1 -1.1 -0.6
H -0.605 0.451 -2.134 -0.5 0.4 -0.6
H 0.162 -1.180 -1.947 -0.4 1.1 0.4
H 0.967 0.298 -1.425 1.0 0.5 -0.3
H -0.237 -2.060 -0.320 0.8 -1.2 -1.5

14
Properties=species:S:1:pos:R:3:forces:R:3 method="wB97M-V/def2-TZVPD" e_above_lowest_kcal_mol=105.40 gap_ev=8.80 fmax_ev_per_a=3.3 lumo_ha=0.0385
C -1.092 -1.143 1.928 -0.3 -0.3 -0.4
C -0.035 0.260 -1.851 0.2 -1.3 -0.9
N -0.557 -0.575 0.737 1.6 0.2 -1.9
N 0.627 -0.682 0.554 -0.1 1.0 -1.4
N 1.441 1.484 -0.541 1.7 1.1 2.0
N 1.106 0.267 -1.010 -1.3 -1.3 2.8
H -1.758 -0.402 2.217 -1.3 1.3 1.3
H -0.379 -1.372 2.677 0.8 -0.4 0.7
H -1.722 -1.956 1.633 -0.2 -0.9 -0.1
H -0.100 -0.832 -2.095 -0.8 1.2 -0.3
H -0.969 0.803 -1.693 -0.3 -0.5 1.4
H 0.306 0.852 -2.666 0.6 0.0 -1.4
H 2.327 1.285 -0.020 -0.9 0.9 -0.6
H 0.807 2.012 0.131 0.3 -1.1 -1.1